Formula: C41H73NO18Si2
Source: the OMol25 dataset
Level of theory: ωB97M-V/def2-TZVPD

```
135
Properties=species:S:1:pos:R:3:mulliken_charge:R:1
C -4.61166 3.81600 0.64628 -1.366
C -3.84561 2.52752 0.91510 1.074
O -4.68820 1.63972 1.64271 -0.519
C -4.01374 0.55757 2.23891 -0.239
C -3.78210 -0.62387 1.26349 -0.653
Si -2.03892 -0.68339 0.57743 0.789
C -1.67774 -2.29357 -0.34166 -0.133
N -2.69974 -2.47986 -1.39637 -0.314
C -3.94415 -3.08955 -0.91250 -0.788
O -0.91116 -0.37231 1.76652 -0.677
Si -0.20904 -1.58306 2.66481 -0.169
C 1.05938 -2.48630 1.62740 -0.680
C 1.85622 -1.45250 0.82105 -1.107
C 2.34394 -1.96158 -0.54223 -0.839
C 2.71406 -0.79066 -1.47652 -0.942
C 1.78021 -0.70460 -2.69498 0.162
C 1.57256 0.71908 -3.21360 -0.640
O 0.17731 1.00412 -3.40408 -0.210
C -0.42229 0.41498 -4.46032 0.740
C -1.89496 0.27441 -4.23879 -0.552
O 0.18514 0.06429 -5.45426 -0.573
C -1.45529 -2.73703 3.49012 -0.188
C -1.38934 -4.21399 3.11023 -0.721
O -1.56419 -5.04988 4.28610 -0.281
C -2.74876 -4.92939 4.86997 0.178
O -2.94241 -5.13515 6.04150 -0.519
H -4.96274 3.85968 -0.38610 0.263
H -3.95508 4.67734 0.78380 0.337
H -5.46696 3.89859 1.31394 0.369
H -3.54982 2.06648 -0.03615 -0.051
H -2.92322 2.70985 1.47611 -0.362
H -3.07611 0.89677 2.69231 -0.146
H -4.65352 0.21944 3.05857 0.268
H -4.07804 -1.56374 1.73188 0.539
H -4.42903 -0.44341 0.39893 0.552
H -1.92377 0.39320 -0.42656 -0.373
H -1.61236 -3.18447 0.30062 0.720
H -0.70540 -2.19596 -0.83279 -0.526
H -2.29809 -3.12630 -2.06268 0.326
H -3.83391 -3.51078 0.09262 0.129
H -4.75333 -2.35823 -0.86883 0.245
H -4.26204 -3.88587 -1.58453 0.375
H 0.52962 -0.92510 3.75780 -0.447
H 1.70286 -3.03450 2.32389 0.743
H 0.60589 -3.23328 0.97032 0.640
H 2.71428 -1.11006 1.40730 0.474
H 1.24921 -0.56377 0.62786 0.246
H 1.50632 -2.50299 -0.98799 0.413
H 3.18526 -2.64251 -0.41093 0.471
H 2.66492 0.14846 -0.91996 0.552
H 3.74715 -0.90168 -1.81598 0.329
H 0.80344 -1.11543 -2.42617 -0.235
H 2.17598 -1.33243 -3.49587 0.294
H 1.91710 1.44857 -2.48070 0.463
H 2.12720 0.89275 -4.13630 0.125
H -2.07993 -0.44921 -3.44251 -0.085
H -2.31801 1.22999 -3.92357 0.197
H -2.36413 -0.03942 -5.16747 0.336
H -2.48263 -2.37676 3.37981 0.521
H -1.22979 -2.66666 4.55922 0.607
H -0.42775 -4.51881 2.70681 0.106
H -2.17074 -4.46418 2.38527 0.277
H -3.54721 -4.61662 4.17927 0.372
O 5.82888 1.17490 -7.86004 -0.547
C 4.67981 0.83996 -7.86187 0.492
O 4.27064 -0.32248 -7.31132 -0.364
C 2.85949 -0.52010 -7.53678 -0.451
C 2.30208 0.87306 -7.78602 -0.069
C 3.48715 1.57538 -8.44774 -0.457
H 2.74310 -1.17675 -8.40149 0.301
H 2.43136 -1.00231 -6.66253 0.221
H 1.39286 0.86471 -8.38189 0.437
H 2.07132 1.34536 -6.83133 -0.133
H 3.50336 1.43738 -9.53019 0.284
H 3.55690 2.63639 -8.22597 0.292
O -5.11413 0.29841 9.16543 -0.590
C -5.15052 -0.79250 8.68108 0.467
O -4.18179 -1.24682 7.85177 -0.325
C -4.51711 -2.55310 7.34616 0.032
C -5.50772 -3.12817 8.35203 -0.549
C -6.21253 -1.86555 8.84959 -0.411
H -4.96065 -2.43111 6.35438 0.099
H -3.60662 -3.13483 7.25721 0.080
H -6.16890 -3.87309 7.91597 0.335
H -4.96499 -3.59694 9.17328 0.289
H -7.06597 -1.59335 8.22639 0.244
H -6.53262 -1.91516 9.88606 0.313
O -3.13300 4.92550 -2.87026 -0.556
C -2.15031 5.11224 -3.52096 0.271
O -1.83914 6.33001 -4.03012 -0.386
C -0.66426 6.24715 -4.85311 -0.447
C 0.07102 4.99793 -4.37717 -0.502
C -1.08818 4.10791 -3.93098 0.481
H -0.98112 6.16877 -5.89556 0.246
H -0.09555 7.16455 -4.72583 0.346
H 0.70598 4.55897 -5.14411 0.277
H 0.69719 5.24374 -3.51888 0.309
H -1.48636 3.50920 -4.75281 0.044
H -0.83933 3.45510 -3.09957 -0.056
O 9.20975 6.44235 -9.22887 -0.574
C 9.07452 5.35299 -8.75661 0.468
O 8.84190 4.25859 -9.51452 -0.368
C 8.62365 3.10241 -8.68013 -0.270
C 9.29481 3.43784 -7.35312 -0.519
C 9.11349 4.95370 -7.29121 -0.375
H 7.54974 2.94749 -8.57179 0.191
H 9.05253 2.23701 -9.17785 0.321
H 8.86130 2.89600 -6.51586 0.332
H 10.35740 3.19599 -7.40221 0.260
H 8.16117 5.23787 -6.84056 0.243
H 9.91709 5.47763 -6.78213 0.298
O -0.56801 2.72763 2.50539 -0.590
C -0.77527 2.77653 3.68005 0.713
O -2.00946 2.62223 4.21137 -0.331
C -1.97663 2.82361 5.63673 -0.504
C -0.52710 2.56862 6.03969 -0.418
C 0.22948 3.02472 4.79076 -0.597
H -2.29060 3.84888 5.84244 0.252
H -2.68690 2.13898 6.09281 0.362
H -0.24461 3.08737 6.95289 0.361
H -0.37085 1.50027 6.19350 0.190
H 0.45696 4.09180 4.80803 0.297
H 1.14109 2.46554 4.60204 0.274
O 1.71378 -2.71635 5.24691 -0.551
C 1.63300 -3.89128 5.45549 0.551
O 1.66543 -4.79624 4.44807 -0.303
C 1.41292 -6.12136 4.95427 -0.226
C 1.77818 -6.05761 6.43433 -0.603
C 1.43099 -4.60857 6.77516 -0.399
H 0.35661 -6.34747 4.79759 0.078
H 2.01771 -6.82197 4.38430 0.369
H 1.24897 -6.79696 7.03058 0.343
H 2.84893 -6.22203 6.55999 0.277
H 0.38330 -4.49392 7.05928 0.161
H 2.05925 -4.16658 7.54282 0.372
```

Summary:
Charge: 0
Gap between HOMO and LUMO (eV): 9.32
HOMO level (Ha): -0.3312

=====

Formula: CCl4
Source: the OMol25 dataset
Level of theory: ωB97M-V/def2-TZVPD

```
5
Properties=species:S:1:pos:R:3:mulliken_charge:R:1
C -0.31336 -32.87708 -19.87905 0.381
Cl 0.67775 -33.30781 -18.50393 -0.089
Cl 0.57024 -33.25678 -21.38548 -0.105
Cl -1.80251 -33.83085 -19.87032 -0.097
Cl -0.68797 -31.16784 -19.84542 -0.089
```

Summary:
Charge: 0
Gap between HOMO and LUMO (eV): 11.66
ΔE to the lowest compared entry with this formula, charge and spin (kcal/mol): 0.22
HOMO level (Ha): -0.4169

=====

Formula: C4H4N2S
Source: the OMol25 dataset
Level of theory: ωB97M-V/def2-TZVPD

```
11
Properties=species:S:1:pos:R:3:mulliken_charge:R:1
C 0.38609 -0.93904 -0.92332 0.061
C -0.48543 0.86463 1.10906 0.570
C 0.62831 -2.16693 -1.31836 -0.512
C -0.76083 2.11728 1.43601 -0.734
N -0.35763 -1.41650 1.48973 -0.522
N -0.49338 -0.28847 1.67263 0.329
S 0.17156 0.64335 -0.77163 -0.305
H 0.97976 -2.32575 -2.31100 0.274
H 0.46386 -2.99463 -0.70491 0.295
H -0.86317 2.91966 0.80828 0.335
H -0.85708 2.47162 2.53750 0.209
```

Summary:
Charge: 0
Gap between HOMO and LUMO (eV): 7.18
ΔE to the lowest compared entry with this formula, charge and spin (kcal/mol): 130.37
HOMO level (Ha): -0.2946

=====

Formula: C18H19FN3O8P
Source: the OMol25 dataset
Level of theory: ωB97M-V/def2-TZVPD

```
50
Properties=species:S:1:pos:R:3:mulliken_charge:R:1
C 1.71692 -2.70793 -1.08039 -0.646
C 1.96077 -1.74354 -2.22464 0.370
O 2.50068 -2.11687 -3.17435 -0.491
N 1.52594 -0.34094 -2.20877 0.371
C 1.95769 0.36187 -1.01675 0.227
C 2.75022 1.64366 -1.27246 -1.180
O 1.77176 -0.00167 0.07945 -0.340
P -0.18426 -0.13921 -2.56242 -0.185
O -0.75068 -1.68879 -2.82686 -0.451
C -1.09632 0.42834 -1.02196 -0.450
C -1.29354 -0.63827 0.02871 0.527
O -0.84365 -0.64205 1.06965 -0.402
F -2.11672 -1.65210 -0.31531 -0.299
H 1.58373 -3.68997 -1.53538 0.372
H 2.57496 -2.78872 -0.41047 0.241
H 0.81569 -2.49174 -0.50519 0.158
H 3.51774 1.67036 -0.49646 0.343
H 2.11189 2.51931 -1.14445 0.264
H 3.23954 1.60203 -2.24395 0.366
H -1.70118 -1.56430 -2.96751 0.333
H -2.10558 0.68565 -1.36107 0.371
H -0.70348 1.34088 -0.57828 0.479
C -7.07645 4.07928 -2.38891 -0.388
C -7.15564 3.07258 -1.43559 -0.486
C -6.00925 2.63296 -0.79390 -0.306
C -4.79361 3.21346 -1.11461 0.121
C -4.69882 4.21319 -2.06800 -0.301
C -5.84917 4.64574 -2.70741 -0.480
N -3.58090 2.76661 -0.42013 1.010
O -3.69336 1.87270 0.39826 -0.574
O -2.53112 3.31772 -0.70094 -0.588
H -7.97485 4.42442 -2.88486 0.378
H -8.11271 2.63213 -1.19038 0.374
H -6.07432 1.84944 -0.05246 0.445
H -3.74580 4.65815 -2.31597 0.438
H -5.79004 5.42778 -3.45240 0.375
C 2.77953 -1.99052 2.51869 -0.398
C 2.61276 -2.99832 3.45970 -0.583
C 3.70451 -3.47332 4.16972 -0.366
C 4.95398 -2.92737 3.92961 -0.071
C 5.13587 -1.92734 2.98974 -0.267
C 4.03990 -1.45911 2.28173 -0.442
N 6.11050 -3.41183 4.69741 1.004
O 5.92065 -4.30506 5.50231 -0.608
O 7.18928 -2.88899 4.48493 -0.603
H 1.92493 -1.61615 1.96850 0.650
H 1.62967 -3.41182 3.64172 0.416
H 3.57133 -4.25753 4.90118 0.452
H 6.11509 -1.50922 2.80485 0.451
H 4.16598 -0.67558 1.54601 0.367
```

Summary:
Charge: 0
Gap between HOMO and LUMO (eV): 7.69
HOMO level (Ha): -0.3201

=====

Formula: C30H27Cl2N2
Source: the OMol25 dataset
Level of theory: ωB97M-V/def2-TZVPD

```
61
Properties=species:S:1:pos:R:3:mulliken_charge:R:1
Cl 7.61843 2.83852 -2.51820 -0.154
C 6.08898 2.54145 -1.81542 0.430
C 6.00690 2.02003 -0.51379 -0.734
C 4.76876 1.77877 0.05807 -0.407
C 3.55229 2.04703 -0.62824 0.521
C 2.28722 1.80943 0.02172 -0.476
C 1.04317 1.91094 -0.58601 0.591
C -0.17935 2.00309 0.11107 -0.811
C -1.38766 2.48621 -0.54754 0.916
C -2.33029 3.32985 0.09889 -0.015
C -3.46951 3.77616 -0.55844 -0.760
C -3.69501 3.41141 -1.89451 0.329
Cl -5.13608 3.88699 -2.67889 -0.170
C -2.75561 2.62418 -2.56946 -0.946
C -1.60544 2.19431 -1.91597 -0.232
C 3.66502 2.56808 -1.95071 -0.247
C 4.91031 2.81136 -2.52657 -0.834
H 6.92394 1.80141 0.03132 0.398
H 4.70737 1.35001 1.06092 0.356
H 2.32421 1.61104 1.09639 0.330
H 1.01223 2.00084 -1.67397 0.119
H -0.16402 2.00202 1.21274 0.361
H -2.11487 3.68514 1.11549 0.412
H -4.19867 4.40667 -0.04768 0.437
H -2.93750 2.35318 -3.60952 0.409
H -0.84272 1.65220 -2.48122 0.277
H 2.76346 2.77988 -2.52616 0.332
H 4.99791 3.20721 -3.53775 0.395
C -1.11984 -1.74306 -1.67746 -0.617
N -0.42672 -1.83799 -0.41918 0.375
C -0.81999 -1.08982 0.74709 0.970
H -0.61455 0.00884 0.56076 -1.316
C -2.29197 -1.25855 1.12226 -0.361
C -2.80427 -2.52881 1.41652 -0.612
C -4.15063 -2.68309 1.75104 -0.668
C -5.00151 -1.57088 1.78935 -0.533
C -4.48952 -0.30685 1.48967 -0.553
C -3.13897 -0.14347 1.17363 0.124
N 0.09544 -1.58526 1.74342 0.468
C 0.03614 -1.19069 3.12728 -0.871
C 0.95582 -2.51697 1.21620 1.087
C 0.62775 -2.67473 -0.14789 1.201
C 1.14045 -3.74053 -0.89725 -0.953
C 2.05160 -4.59581 -0.26480 -0.708
C 2.37586 -4.44057 1.09534 -0.673
C 1.80160 -3.42317 1.86764 -1.052
H -0.67635 -2.44938 -2.37916 0.341
H -2.18184 -1.98877 -1.55516 0.288
H -1.05054 -0.72426 -2.08482 0.041
H -2.14937 -3.40489 1.38416 0.425
H -4.53742 -3.67421 1.98090 0.408
H -6.05018 -1.70239 2.05173 0.402
H -5.15120 0.56259 1.50668 0.439
H -2.71964 0.84335 0.96054 0.265
H 0.77735 -1.75750 3.69082 0.332
H 0.23880 -0.11538 3.23379 0.223
H -0.95523 -1.39313 3.55070 0.303
H 0.81275 -3.88429 -1.92595 0.319
H 2.50938 -5.41111 -0.83120 0.386
H 3.07793 -5.13927 1.55807 0.387
H 1.97543 -3.32736 2.93877 0.307
```

Summary:
Charge: +1
Gap between HOMO and LUMO (eV): 3.66
HOMO level (Ha): -0.3382

=====

Formula: C5H4NO2
Source: the OMol25 dataset
Level of theory: ωB97M-V/def2-TZVPD

```
12
Properties=species:S:1:pos:R:3:mulliken_charge:R:1
C -0.03393 0.06962 2.04428 -0.809
C 0.88758 0.64915 -1.57822 -0.650
C -1.29037 -0.62835 1.49692 0.535
C 1.11552 0.43388 -0.10529 -0.378
C -0.07288 0.84959 0.69004 0.054
N -1.30091 0.01911 0.29280 -0.142
O 0.10080 0.02524 -2.22808 -0.237
O -2.08495 -1.41536 1.94363 -0.643
H 1.42664 -0.73199 0.18705 0.278
H 2.01083 1.03116 0.06570 0.377
H -0.17839 1.96621 0.63961 0.385
H -2.10700 0.15015 -0.43146 0.230
```

Summary:
Charge: -1
Gap between HOMO and LUMO (spin up / spin down) (eV): 4.90 / 4.89
ΔE to the lowest compared entry with this formula, charge and spin (kcal/mol): 142.69
HOMO level (spin up / spin down) (Ha): -0.0751 / -0.0751

=====

E_tot
In order: -3594.28275, -1878.85698, -662.31787, -1904.53963, -2188.99938, -397.97444
Unit: a.u.